A cluster of 6 separate species, C12H24Br12 in total in a non-equilibrium geometry, computed with the ωB97M-V functional and the def2-TZVPD basis.

* energy relative to the best compared isomer or geometry (same formula, charge and spin): 254.1 kJ/mol
* LUMO: -0.0008 Ha
* Kohn-Sham gap: 9.96 eV

```
48
Properties=species:S:1:pos:R:3:forces:R:3:mulliken_charge:R:1
Br -11.60498 -10.81590 20.94451 -0.1 -0.5 1.3 -0.13
C -12.39162 -11.58814 22.61226 -1.8 -0.2 -0.6 -0.57
C -13.65426 -12.39806 22.19919 1.4 -0.7 -0.1 -0.66
Br -12.93013 -14.22789 21.60049 -0.9 1.2 0.3 -0.15
H -12.74784 -10.78922 23.26260 0.3 0.4 -0.3 0.35
H -11.76639 -12.23662 23.22598 0.6 0.2 -0.6 0.42
H -14.22242 -11.96255 21.37722 0.3 -0.2 0.0 0.41
H -14.32270 -12.55493 23.04575 0.2 -0.3 0.0 0.35
Br -23.66368 -7.90583 29.01924 -0.6 1.0 -0.4 -0.15
C -24.62339 -6.36689 28.17723 -0.4 -0.1 -1.4 -0.61
C -25.08304 -6.84974 26.68906 0.9 0.7 2.4 -0.55
Br -26.15266 -5.49668 25.73414 0.5 -0.6 0.5 -0.16
H -23.97536 -5.49075 28.20047 0.5 -0.4 -0.6 0.36
H -25.42531 -5.99485 28.81488 -0.4 -0.9 -0.1 0.39
H -25.63219 -7.77926 26.83909 -0.2 0.3 -0.4 0.38
H -24.16793 -7.04885 26.13136 -0.3 0.1 -0.2 0.33
Br -22.95199 -18.16651 21.34236 -1.1 -1.3 -0.5 -0.12
C -23.55787 -19.98339 20.70225 0.8 -1.2 0.4 -0.52
C -22.91841 -21.11081 21.54396 2.0 1.5 0.2 -0.66
Br -20.88114 -20.80776 21.55717 -1.0 -0.6 -0.1 -0.16
H -23.28406 -20.09072 19.65266 0.3 0.4 0.2 0.37
H -24.61938 -20.22587 20.75261 -0.3 1.1 0.3 0.36
H -23.01133 -22.13622 21.18618 -0.3 0.3 -0.2 0.38
H -23.12965 -21.01443 22.60894 -0.3 -0.1 -0.3 0.35
Br -20.17131 -2.39968 21.34784 -0.4 0.1 0.4 -0.15
C -20.96691 -2.67151 23.12440 -0.2 -0.2 0.7 -0.61
C -21.95821 -1.55107 23.53112 0.6 -0.8 0.1 -0.55
Br -22.57740 -1.82172 25.45940 0.5 0.2 -1.6 -0.17
H -20.12439 -2.78254 23.80697 -0.1 0.5 0.0 0.37
H -21.41673 -3.66437 23.12368 -0.3 0.3 -0.3 0.37
H -22.84239 -1.57058 22.89395 0.0 0.0 0.3 0.37
H -21.46950 -0.57994 23.45269 -0.2 -0.1 0.3 0.37
Br -21.66051 -12.65609 25.75969 -0.1 -0.2 -0.8 -0.15
C -21.30498 -12.56591 23.78951 -0.6 0.3 1.3 -0.58
C -20.37047 -11.39381 23.56420 0.1 -0.9 -0.8 -0.62
Br -20.88573 -9.52877 23.91878 0.0 -1.1 0.0 -0.12
H -22.25733 -12.60211 23.26052 0.0 0.5 0.2 0.39
H -20.79354 -13.49649 23.54348 0.2 0.2 0.1 0.34
H -20.15006 -11.46891 22.49936 0.3 0.5 0.0 0.36
H -19.48511 -11.66537 24.13908 0.1 0.7 -0.1 0.39
Br -17.07063 -17.16816 27.00928 -1.0 -0.8 -0.1 -0.17
C -18.38783 -18.71957 26.85464 1.8 -0.3 0.9 -0.60
C -19.76718 -18.28690 26.65746 -1.2 1.1 -0.7 -0.52
Br -21.07212 -19.73345 27.19448 0.9 1.0 -0.6 -0.16
H -18.33650 -19.25255 27.80406 0.6 0.0 -0.2 0.38
H -17.97329 -19.25955 26.00335 -0.2 -0.2 0.4 0.34
H -19.85054 -18.00781 25.60709 -0.8 -0.4 0.0 0.35
H -20.01122 -17.38572 27.21995 -0.2 -0.4 0.3 0.39
```
Forces are in eV/Å.



A cluster of 3 separate species, C12H24Br4F3OS in total in a non-equilibrium geometry, computed with the ωB97M-V functional and the def2-TZVPD basis.

* charge: +1
* LUMO: -0.1477 Ha
* Kohn-Sham gap: 7.58 eV

```
45
Properties=species:S:1:pos:R:3:forces:R:3:mulliken_charge:R:1
C -1.00797 0.95916 1.59880 -0.9 0.7 -0.9 -0.02
C -0.47300 2.07274 2.67538 -0.3 -0.6 0.9 -0.48
C 1.02299 1.72769 3.31619 -0.6 0.7 -1.3 -0.47
C 2.16186 1.83289 2.09457 -0.4 -0.4 1.9 -0.36
C 2.50534 0.29115 1.67461 0.3 0.0 1.2 -0.56
C 3.29825 0.08784 0.26358 -0.9 -3.1 0.6 -0.37
S 3.34310 1.55435 -0.88423 0.4 -0.4 -0.4 0.12
C 3.27558 0.79468 -2.63719 1.3 0.2 -1.8 -0.41
O 2.06964 1.17714 -3.38561 -1.7 -2.4 3.1 -0.25
C 0.85115 0.54314 -2.86896 -2.7 -1.0 -1.6 0.71
F 1.02616 -0.81577 -2.31030 -0.2 4.7 -1.6 -0.22
F -0.06604 0.38160 -4.05925 3.4 0.7 4.4 -0.22
F 0.08722 1.34170 -1.88341 3.1 -2.6 -3.1 -0.18
H -1.59859 0.05160 2.09051 1.7 2.0 -1.0 -0.25
H -0.18596 0.58227 0.83303 -1.6 0.7 1.7 -0.13
H -1.82072 1.51363 0.92248 1.7 -1.3 1.4 0.29
H -1.23291 2.05962 3.58379 1.5 0.1 -1.9 0.29
H -0.52217 3.16726 2.21562 0.4 -2.4 0.9 0.29
H 1.04348 0.62353 3.70383 -0.1 2.3 -0.3 0.12
H 1.23318 2.53854 4.14719 -0.3 -1.9 -1.6 0.34
H 3.10107 2.36062 2.60726 -1.9 -1.1 -1.7 0.22
H 1.65521 2.48534 1.26729 1.2 -1.2 1.3 0.13
H 1.53293 -0.39795 1.74425 2.2 1.7 -0.6 0.27
H 3.22472 -0.13333 2.52848 -1.5 1.0 -2.0 0.34
H 2.75062 -0.80055 -0.31516 1.2 2.1 1.0 0.27
H 4.40727 -0.31571 0.44421 -2.2 1.6 -0.7 0.45
H 2.19006 2.35044 -0.83544 0.5 -1.3 0.0 0.28
H 4.18994 1.31112 -3.20578 -2.3 -0.9 1.2 0.38
H 3.51915 -0.35500 -2.64147 -0.9 2.2 0.5 0.38
Br -3.37838 -0.62508 3.96507 0.0 -0.1 0.0 -0.12
C -2.77750 -2.47846 3.87283 -0.3 0.0 0.0 -0.60
C -2.06665 -2.88645 5.14247 0.1 -0.2 0.0 -0.57
Br -0.25507 -2.16624 5.19923 -0.1 0.1 0.0 -0.13
H -2.15495 -2.56833 2.97851 -0.1 0.0 0.3 0.36
H -3.68966 -3.06615 3.73576 0.2 0.1 0.1 0.36
H -1.94232 -3.97209 5.18313 0.0 0.2 -0.1 0.34
H -2.57283 -2.54913 6.05107 0.1 0.0 -0.3 0.38
Br -2.11559 -3.06603 -6.84976 0.0 0.1 0.0 -0.12
C -2.09106 -1.22464 -6.20693 0.2 -0.2 0.1 -0.40
C -3.46445 -0.78517 -5.75481 -0.1 0.3 -0.1 -0.56
Br -4.61080 -0.37463 -7.27832 0.1 -0.1 0.1 -0.12
H -1.68211 -0.61011 -7.01351 -0.2 -0.1 0.2 0.41
H -1.39083 -1.22654 -5.36676 -0.2 0.0 -0.1 0.08
H -3.40342 0.14661 -5.18578 0.1 -0.2 -0.1 0.31
H -3.98592 -1.53729 -5.15652 0.2 0.1 -0.2 0.40
```
Forces are in eV/Å.



A cluster of 8 separate species, C12H24Cl4N6O10 in total in a non-equilibrium geometry, computed with the ωB97M-V functional and the def2-TZVPD basis.

* energy relative to the best compared isomer or geometry (same formula, charge and spin): 883.1 kJ/mol
* LUMO: -0.0510 Ha
* Kohn-Sham gap: 8.01 eV

```
56
Properties=species:S:1:pos:R:3:forces:R:3:mulliken_charge:R:1
C 2.71048 -1.46722 -1.75819 -1.1 -1.3 -1.5 -0.69
N 2.28864 -0.17654 -2.38871 -0.2 1.9 -2.3 0.50
O 1.41805 0.49354 -1.81448 1.9 -1.9 -0.4 0.03
O 2.76418 0.20393 -3.49304 -0.5 -2.3 2.8 -0.61
H 3.03249 -1.25982 -0.73771 -0.5 -1.4 -1.3 0.35
H 3.35168 -2.02179 -2.44332 0.7 0.7 0.2 0.34
H 1.82891 -2.10737 -1.79203 -0.5 0.3 0.3 0.17
C -2.72828 -2.34609 -2.34774 -0.3 1.2 0.0 -0.98
N -1.76849 -1.17556 -2.11454 0.2 0.8 -2.2 1.16
O -2.24870 -0.03246 -2.26048 1.2 -4.1 -2.7 -0.52
O -0.57604 -1.37635 -1.99046 -1.1 -0.4 0.5 -0.44
H -2.32800 -3.09102 -3.03546 0.6 0.1 0.6 0.31
H -3.54383 -1.85768 -2.88108 -0.1 -0.2 0.3 0.34
H -3.05368 -2.71004 -1.37319 0.2 -0.2 -0.2 0.33
C 3.03892 1.23614 1.82221 0.2 0.0 1.2 -0.42
N 3.73118 1.06461 0.47549 -0.9 2.5 1.0 0.90
O 3.55024 -0.00946 -0.09883 2.1 3.4 1.7 -0.57
O 4.29439 2.09651 0.04416 -1.0 -3.1 0.4 -0.56
H 3.67942 1.72093 2.55899 0.6 -0.4 -0.4 0.40
H 2.62030 0.30170 2.19595 0.6 -0.3 -0.3 0.05
H 2.15258 1.86865 1.77274 0.8 0.0 -0.6 0.22
C -4.77857 0.52398 -1.28650 0.4 1.9 -0.9 -0.89
N -3.43821 0.89059 -0.80725 -2.5 -2.2 1.1 1.13
O -3.01033 0.01185 -0.04862 -1.1 0.3 0.9 -0.63
O -2.88423 1.85781 -1.21622 -4.7 1.6 -0.2 -0.57
H -5.39327 0.68891 -0.40160 -0.4 -0.3 -0.4 0.32
H -4.76570 -0.46139 -1.75231 -0.1 0.2 0.6 0.17
H -4.80693 1.31738 -2.03336 -1.5 -0.2 -0.3 0.37
C -0.93806 1.33724 -0.76771 3.4 -0.7 0.5 -1.17
N 0.02454 1.23461 0.32016 2.3 2.1 -1.2 1.45
O 1.09383 1.85265 0.28266 -2.1 0.1 -0.5 -0.77
O -0.26089 0.54761 1.25590 0.9 1.7 -3.0 -1.47
H -1.30596 2.35965 -0.85381 1.7 -0.3 0.5 0.33
H -1.68849 0.58560 -0.52276 2.7 1.0 0.5 0.12
H -0.35883 0.96830 -1.61415 -0.4 0.8 0.0 0.70
C 1.04183 -2.03047 1.54651 -0.1 1.1 1.5 0.21
C 1.86349 -3.06953 1.96670 0.4 -0.5 -0.5 -0.35
C 2.12781 -3.36166 3.31222 -2.1 2.4 0.7 -0.45
N 1.51718 -2.60359 4.28060 -0.2 0.8 -1.6 -0.62
C 0.70726 -1.55062 3.85592 0.7 -2.5 0.1 -0.45
C 0.41494 -1.23126 2.52574 1.2 -2.1 1.9 -0.21
H 0.99075 -1.70582 0.51772 -0.2 -0.4 -0.3 0.29
H 2.31464 -3.66481 1.18664 0.3 -0.2 0.0 0.38
H 2.76830 -4.14718 3.68521 0.1 -0.1 -0.3 0.39
H 0.16466 -1.05952 4.65014 0.2 0.2 0.2 0.38
H -0.16942 -0.35007 2.30571 0.6 -2.5 1.7 0.95
Cl 0.63114 5.07249 -2.44384 0.3 0.1 0.4 -0.21
C 1.26668 3.43697 -2.13599 -1.0 -0.5 -0.3 1.07
Cl 1.63420 2.66799 -3.67735 0.2 0.8 -0.3 -0.16
H 2.09816 3.38601 -1.43304 0.0 0.4 -0.4 0.11
H 0.43724 2.85443 -1.73504 0.5 0.5 -0.1 -0.80
Cl -2.59089 0.00502 3.96536 0.3 0.1 0.3 -0.18
C -2.11671 0.83546 2.45317 -2.3 -0.3 1.2 0.48
Cl -3.39182 1.97908 2.03374 -0.4 0.9 0.1 -0.20
H -1.19041 1.40027 2.55825 -0.8 -0.3 0.6 0.07
H -2.22237 0.06745 1.68694 0.6 0.5 0.7 -0.06
```
Forces are in eV/Å.